[1]
ORCA calculation (ωB97M-V with the def2-TZVPD basis set) on an isolated ion of composition C12H13N2O and charge +1 in a non-equilibrium geometry.

CARTESIAN COORDINATES (ANGSTROEM)
C: 3.93131 -0.58513 -0.08353
C: 3.64762 0.67676 -0.51760
C: 3.03809 -1.26084 0.75767
C: 2.41887 1.15523 -0.27087
C: 1.79333 -0.77959 1.03853
C: 1.44493 0.40879 0.47499
C: -2.52154 -1.58305 0.45945
C: -3.66494 -0.74622 0.50645
C: -1.35781 -1.21635 -0.10832
C: -3.50740 0.56853 0.32421
C: 0.14290 0.94292 0.58874
C: -1.15580 0.16078 -0.52953
N: -0.71204 0.32640 -1.90799
N: -2.24719 1.15243 -0.17768
O: -0.32863 1.90552 1.16019
H: 4.79494 -1.11643 -0.37239
H: 4.22136 1.19400 -1.20574
H: 3.32289 -2.22622 1.19887
H: 2.15558 2.07650 -0.70186
H: 1.26611 -1.26787 1.77585
H: -2.70488 -2.51760 0.88561
H: -4.59856 -0.99432 0.85643
H: -0.44572 -1.82634 0.32434
H: -4.31250 1.27236 0.28287
H: -0.16129 -0.44020 -2.19677
H: -0.25025 1.10450 -2.13437
H: -2.43544 1.74546 -0.91510
H: -1.77397 1.86997 0.48757

Its frontier orbital gap is 8.620 eV. Its charge is +1. The energy above the lowest of the compared OMol25 structures with the same formula, charge and spin comes out at 90.4 kcal/mol. The value obtained for the LUMO energy is -3.9 eV. The structure (SMILES) is N[C@]1(C(=O)c2ccccc2)C=CC=C[NH2+]1.

***

[2]
ORCA calculation (ωB97M-V with the def2-TZVPD basis set) on C12H13N4O4PdS as an isolated structure.

CARTESIAN COORDINATES (ANGSTROEM)
Pd: 0.10511 0.37920 -0.19126
C: 2.58204 3.13408 4.33740
C: 3.28769 1.86968 3.86500
N: 3.23191 1.68822 2.42840
C: 2.13409 1.24245 1.76790
S: 2.23505 1.17627 0.04033
N: 1.10929 0.88388 2.51963
N: 0.06373 0.42671 1.77053
C: -1.03824 0.09876 2.35633
C: -1.23977 0.17706 3.83356
C: -2.09427 -0.42749 1.47276
C: -3.35336 -0.78534 1.92332
C: -4.28038 -1.27763 1.01093
C: -3.92622 -1.40772 -0.31430
C: -2.64151 -1.04020 -0.69857
N: -1.76219 -0.56939 0.17163
H: 2.64622 3.22074 5.42459
H: 1.53154 3.10743 4.05176
H: 3.03632 4.02242 3.89602
H: 2.84486 0.99510 4.34259
H: 4.34213 1.89646 4.14788
H: 4.00909 1.97444 1.86126
H: -0.44498 0.76623 4.28144
H: -1.22673 -0.82341 4.27393
H: -2.20074 0.63484 4.06905
H: -3.61239 -0.67106 2.96579
H: -5.27406 -1.54876 1.34427
H: -4.61920 -1.76302 -1.06254
H: -2.30836 -1.11345 -1.72256
O: -0.73044 0.85422 -4.10620
C: -0.77385 0.81909 -2.89093
O: 0.16458 0.24339 -2.17446
C: -1.95612 1.45543 -2.07791
O: -3.10162 1.23926 -2.50744
O: -1.61941 2.07407 -1.03424

Its frontier orbital gap is 6.485 eV. Its charge is -1. The energy above the lowest of the compared OMol25 structures with the same formula, charge and spin comes out at 0.2 kcal/mol. The value obtained for the LUMO energy is 2.3 eV.

***

[3]
ORCA calculation (ωB97M-V with the def2-TZVPD basis set) on one molecule with the formula C12H13NO in a non-equilibrium geometry.

CARTESIAN COORDINATES (ANGSTROEM)
C: 0.44254 -1.44083 3.43997
C: -0.53492 -1.21957 2.19397
C: -0.45827 -0.42479 -0.01028
C: -1.78734 -0.76365 -0.13070
C: -2.36781 -0.44709 -1.32920
C: -1.81118 0.40894 -2.28675
C: -0.56409 0.79231 -2.04503
C: -0.02208 1.85106 -2.89869
C: 1.17715 2.30238 -2.74557
C: 2.01508 1.65799 -1.76141
C: 1.50964 0.69795 -0.86120
C: 0.20489 0.24048 -1.02905
H: 1.78537 -1.72748 2.01362
H: 2.41405 -1.03952 3.36043
H: 0.04604 -2.30793 4.04685
H: 0.42839 -0.47614 3.98360
H: -0.88189 -2.13512 1.76143
H: -1.31192 -0.54450 2.54850
H: -2.39455 -1.29124 0.59195
H: -3.48929 -0.63577 -1.30331
H: -2.46336 0.71415 -3.12483
H: -0.64589 2.28034 -3.65193
H: 1.51349 3.19601 -3.42443
H: 3.10105 1.92043 -1.63085
H: 2.15509 0.68523 0.08927
N: 1.74902 -1.70711 2.99976
O: 0.19081 -0.58652 1.20387

Its frontier orbital gap is 8.533 eV. The energy above the lowest of the compared OMol25 structures with the same formula, charge and spin comes out at 42.1 kcal/mol. The value obtained for the LUMO energy is 0.7 eV. The structure (SMILES) is NCCOc1cccc2ccccc12.

***

[4]
ORCA calculation (ωB97M-V with the def2-TZVPD basis set) on one molecule with the formula C12H13NS in a non-equilibrium geometry.

CARTESIAN COORDINATES (ANGSTROEM)
S: -0.07867 -5.02004 -0.88284
C: -1.22705 -4.24228 0.33381
C: 0.32001 -3.45409 -1.40543
C: -1.32197 -2.86150 0.20006
C: -0.37095 -2.41487 -0.76520
C: 0.87551 0.73428 -2.59144
C: 0.44345 -0.65202 -2.38304
C: 0.77787 1.65514 -1.61461
C: 0.05557 -0.10811 -0.07530
C: 0.02641 -1.08830 -1.09997
C: 0.34840 1.23841 -0.36543
N: 0.49934 2.15569 1.97410
C: 0.08160 3.06924 3.07508
C: -0.15845 2.25544 0.65317
H: -1.73300 -4.84104 1.04530
H: 1.02057 -3.16404 -2.13826
H: -2.11637 -2.30843 0.84287
H: 1.32526 0.98265 -3.58534
H: 0.48672 -1.32738 -3.16771
H: 1.07020 2.74052 -1.78573
H: -0.60663 -0.27498 0.70807
H: 1.49065 1.79662 1.90282
H: 0.76803 3.90900 3.02075
H: 0.21614 2.45691 3.96392
H: -0.92154 3.42578 3.03638
H: -1.24251 2.06075 0.82343
H: -0.02862 3.27664 0.28053

Its frontier orbital gap is 8.845 eV. The energy above the lowest of the compared OMol25 structures with the same formula, charge and spin comes out at 44.6 kcal/mol. The value obtained for the LUMO energy is 0.8 eV. The structure (SMILES) is CNCc1cccc(-c2ccsc2)c1.

***

[5]
ORCA calculation (ωB97M-V with the def2-TZVPD basis set) on a 2-piece molecular cluster, C12H13NS overall in a non-equilibrium geometry.

CARTESIAN COORDINATES (ANGSTROEM)
C: 0.88981 2.59037 -0.59376
C: 1.38819 2.37546 -1.83031
C: 1.98427 0.25363 -1.49874
C: 1.54334 0.28269 -0.13442
C: 0.99545 1.48241 0.28163
C: -0.88838 -3.00200 1.02077
C: -1.87181 -0.82138 1.22156
C: -0.57973 -2.74695 -0.29259
C: -1.50978 -0.52268 -0.04347
C: -1.55133 -2.02385 1.85061
C: -0.85316 -1.49638 -0.78167
C: 0.46697 1.59217 1.72917
N: 1.82662 1.21193 -2.34007
S: -0.71540 -1.12637 -2.53455
H: 0.48917 3.55318 -0.34859
H: 1.32924 3.21528 -2.58910
H: 2.30052 -0.72122 -1.86562
H: -0.77415 -3.93626 1.53327
H: -2.18968 0.10962 1.69730
H: -0.30835 -3.61484 -0.85074
H: -1.75798 0.48335 -0.45833
H: -1.91661 -2.49563 2.70917
H: 1.68089 -0.63612 0.29763
H: 1.00608 2.51557 2.09356
H: -0.71038 1.86931 1.74053
H: 0.71363 0.83241 2.41462
H: -0.01866 -2.06447 -2.89766

Its frontier orbital gap (spin up / spin down) is 5.590 / 6.637 eV. The spin multiplicity is 3. The value obtained for the LUMO energy (spin up / spin down) is 0.8 / -2.6 eV.

***

[6]
ORCA calculation (ωB97M-V with the def2-TZVPD basis set) on C12H14BCl3N6O2Pd as an isolated structure in a non-equilibrium geometry.

CARTESIAN COORDINATES (ANGSTROEM)
H: -0.08312 2.46868 1.90955
N: 0.32905 1.26954 0.17530
B: 0.99882 0.46382 -2.13824
N: 0.87491 1.57732 -1.05111
C: 1.17417 2.89877 -1.09781
Pd: -0.56098 -0.83067 0.65351
H: 1.61793 3.33253 -1.98039
C: 0.82031 3.45594 0.12080
H: 0.91694 4.47609 0.43980
C: 0.29843 2.40401 0.89685
H: 1.43780 0.90159 -3.16484
C: -1.22337 -2.32789 1.68571
H: -1.63302 -1.99272 2.63508
H: -0.33688 -2.96992 1.81156
H: -1.95543 -2.81106 1.02152
N: -0.46212 -0.07159 -2.28279
N: 1.93155 -0.66410 -1.55789
N: -1.18798 -0.50091 -1.17069
N: 1.50873 -1.31106 -0.45243
C: -1.27063 -0.07584 -3.35994
C: 3.17269 -1.08975 -1.77846
H: -0.89810 0.22766 -4.32860
H: 3.67375 -0.74262 -2.66610
C: -2.52728 -0.54131 -2.95580
C: 3.52233 -1.98100 -0.77432
C: -2.45010 -0.77398 -1.60033
C: 2.44452 -2.10573 0.09359
H: -3.36463 -0.70887 -3.59564
H: 4.44186 -2.52821 -0.71921
H: -3.19193 -1.10681 -0.87932
H: 2.30307 -2.55605 1.07532
H: 0.50300 -1.35276 -0.51937
Cl: -2.48518 -0.40582 4.95674
C: -1.77748 1.02473 4.18699
Cl: -3.00436 2.23850 3.81796
Cl: -0.49369 1.71973 5.16995
C: -1.15355 0.47812 2.81256
O: 0.03747 0.05349 2.79888
O: -1.94751 0.45817 1.81159

Its frontier orbital gap (spin up / spin down) is 9.394 / 3.497 eV. Its charge is +2. The spin multiplicity is 5. The value obtained for the LUMO energy (spin up / spin down) is -6.1 / -12.2 eV.